ORCA calculation (the ωB97M-V functional and the def2-TZVPD basis) on a molecular structure, C3H7IS at a distorted geometry.

Output
Net charge: 0
LUMO in eV: 0.5
Total energy in eV: -22159.6186
Relative energy (zero: lowest compared OMol25 entry of this formula, charge and spin) in kcal per mole: 4.4

```
12
Properties=species:S:1:pos:R:3:forces:R:3:mulliken_charge:R:1
I -2.5552 0.4712 -0.0586 -0.003 0.127 -0.021 0.048
S -1.0764 -2.3070 0.0629 0.630 0.172 -0.447 -0.100
C 0.4818 -0.0553 0.2947 -1.047 -2.451 -1.091 -0.184
C 0.6713 1.4250 0.1852 2.024 0.489 -0.997 -1.164
C -0.7273 -0.5960 -0.4654 -1.084 -0.303 0.589 -0.735
H 0.1719 -2.5810 -0.3785 -0.254 -0.691 0.252 0.096
H 1.6541 1.5276 0.6817 -0.301 0.888 -0.407 0.309
H 1.2652 -0.8513 -0.1227 -0.725 2.262 1.257 0.314
H -0.6763 -0.6254 -1.5446 0.301 0.394 -0.144 0.510
H 0.6403 1.9691 -0.8237 0.228 -1.237 1.254 0.281
H -0.0656 1.8742 0.8049 -0.576 0.574 0.508 0.394
H 0.2163 -0.2511 1.3640 0.808 -0.224 -0.753 0.232
```
Positions in Å, forces in eV/Å.

---

ORCA calculation (the ωB97M-V functional and the def2-TZVPD basis) on 2 unconnected molecules or ions with the total composition CH6O at a distorted geometry.

Output
Net charge: 0
LUMO in eV: 0.9
Total energy in eV: -3181.6509
SMILES: C.O
Relative energy (zero: lowest compared OMol25 entry of this formula, charge and spin) in kcal per mole: 0.5

```
8
Properties=species:S:1:pos:R:3:forces:R:3:mulliken_charge:R:1
O -1.5171 -1.9296 2.6978 1.002 0.030 0.729 -0.649
C 0.7155 1.1521 -1.7600 -0.002 -0.007 -0.006 -0.874
H 0.8759 1.3620 -0.6922 -0.064 -0.072 -0.393 0.213
H -1.4864 -1.9686 3.6805 0.008 0.045 -1.066 0.326
H -0.5747 -1.8618 2.4227 -1.009 -0.074 0.336 0.323
H -0.3272 0.8406 -1.9204 0.388 0.116 0.066 0.219
H 1.3922 0.3463 -2.0810 -0.248 0.296 0.115 0.216
H 0.9218 2.0590 -2.3473 -0.075 -0.334 0.220 0.226
```
Positions in Å, forces in eV/Å.